(1)
This record from the OMol25 dataset describes a cluster of 2 separate species, CH4ClOP in total at a distorted geometry. The level of theory is ωB97M-V/def2-TZVPD.

ΔE to the lowest compared entry with this formula, charge and spin, kJ/mol: 388.83
Orbital gap (alpha / beta), eV: 7.02 / 7.00
Maximum force, eV/A: 2.08
E, eV: -24957.8614
Charge: 0

Geometry as XYZ:
```
8
Properties=species:S:1:pos:R:3:forces:R:3
C 0.658350 -0.524910 0.522598 -0.25 0.20 -0.51
O 0.884936 0.665149 -0.272517 0.00 0.02 0.66
P -2.142241 0.549604 -1.556465 0.08 -0.10 -0.32
Cl -2.851601 1.309693 0.147115 -0.08 0.12 0.29
H -0.289051 -0.961009 0.027195 1.54 -0.18 1.38
H 0.537413 -0.287944 1.634281 0.03 -0.30 -1.66
H 1.630916 -1.065569 0.332082 -1.53 -0.55 0.84
H 1.571278 0.314985 -0.834290 0.21 0.80 -0.68
```
Positions in Å, forces in eV/Å.


(2)
This record from the OMol25 dataset describes the molecule C23H28N2O5. The level of theory is ωB97M-V/def2-TZVPD.

ΔE to the lowest compared entry with this formula, charge and spin, kJ/mol: 268.25
Structure (SMILES): COC(=O)C1=CO[C@H](C)[C@H]2CN3CCc4c([nH]c5cc(OC)c(OC)cc45)[C@H]3C[C@@H]12
Orbital gap, eV: 7.98
Maximum force, eV/A: 0.72
E, eV: -37522.7515
Charge: 0

Geometry as XYZ:
```
58
Properties=species:S:1:pos:R:3:forces:R:3
C -0.215587 6.060445 3.843622 -0.32 0.09 0.09
H 0.396755 6.633471 4.535080 -0.02 -0.03 -0.03
H -0.866991 6.721312 3.267824 0.05 -0.03 0.09
H -0.836746 5.343653 4.385272 0.04 0.09 -0.02
O 0.687288 5.382589 2.983521 0.20 -0.09 -0.13
C 0.114950 4.639540 2.011894 0.07 0.17 0.23
O -1.085167 4.544510 1.890700 0.07 -0.01 -0.03
C 1.092347 3.969103 1.151924 0.18 -0.26 -0.41
C 2.411258 4.176033 1.290803 -0.32 0.16 0.32
O 3.372176 3.589820 0.577770 0.17 0.16 -0.04
C 2.976858 2.495030 -0.249745 -0.14 -0.39 -0.55
C 4.132043 2.246698 -1.211289 -0.26 0.12 0.39
H 5.058388 2.163304 -0.649196 0.10 -0.06 0.00
H 4.222487 3.078242 -1.905250 0.01 0.10 -0.10
H 3.972474 1.330278 -1.769885 -0.01 -0.12 -0.08
C 1.650778 2.768721 -0.969613 0.07 -0.03 0.25
C 1.216935 1.545161 -1.796875 0.13 0.17 0.07
N -0.227064 1.524757 -1.907188 0.02 0.07 0.03
C -0.729256 0.724709 -3.006856 0.02 -0.16 -0.24
C -0.414551 -0.777836 -2.894451 -0.02 0.18 0.19
C -0.739635 -1.209737 -1.502500 0.00 0.44 0.04
C -0.948314 -0.312610 -0.492787 0.06 -0.03 -0.51
N -1.236678 -0.980377 0.671604 -0.08 0.33 0.25
C -1.221118 -2.324431 0.419440 0.08 -0.56 -0.45
C -1.462901 -3.404918 1.251100 0.02 -0.25 -0.09
C -1.374734 -4.688269 0.736425 -0.10 0.18 0.14
C -1.032014 -4.887910 -0.627583 0.00 -0.26 -0.10
C -0.812472 -3.804701 -1.455590 -0.01 -0.04 0.05
C -0.904670 -2.510738 -0.944158 -0.10 -0.02 0.56
H -0.556308 -3.939651 -2.493657 0.03 -0.10 -0.11
O -0.919332 -6.193626 -1.057545 -0.04 0.27 0.43
C -0.613432 -6.428364 -2.406146 0.05 -0.04 -0.18
H -0.594955 -7.512109 -2.516512 0.02 0.08 -0.06
H -1.375153 -6.011102 -3.073736 0.04 0.00 0.02
H 0.367490 -6.022385 -2.676016 -0.05 0.00 0.00
O -1.596711 -5.678615 1.657694 0.33 0.29 -0.11
C -2.080601 -6.938951 1.252013 -0.15 -0.44 0.01
H -1.294373 -7.554543 0.810062 -0.13 0.06 0.06
H -2.443972 -7.413619 2.164305 -0.01 0.01 -0.07
H -2.904691 -6.843806 0.540668 0.03 -0.01 0.02
H -1.714538 -3.284119 2.292557 -0.05 -0.04 0.15
H -1.458906 -0.549279 1.551615 0.03 -0.04 -0.05
C -0.868215 1.175653 -0.637772 -0.17 0.04 0.18
C -0.120429 1.827676 0.536400 -0.04 0.19 -0.24
H -0.821544 2.068070 1.334626 0.01 -0.06 0.06
H 0.635276 1.146024 0.934001 0.03 -0.03 0.03
C 0.546517 3.112185 0.041530 -0.06 0.05 0.17
H -0.231354 3.691386 -0.466973 0.11 -0.02 0.02
H -1.884655 1.596566 -0.682981 0.10 -0.04 0.08
H -1.005565 -1.336749 -3.623180 0.03 0.00 -0.07
H 0.642127 -0.962201 -3.115733 0.00 -0.03 -0.09
H -0.318353 1.132091 -3.934359 -0.08 -0.01 0.00
H -1.814228 0.859451 -3.026296 0.00 -0.02 -0.08
H 1.605691 0.625872 -1.327626 0.07 -0.05 -0.06
H 1.634483 1.610467 -2.803103 0.04 -0.09 0.02
H 1.797558 3.629022 -1.629298 0.02 0.00 -0.01
H 2.849209 1.620937 0.407855 -0.01 0.12 -0.03
H 2.812633 4.864938 2.021056 0.00 0.01 0.01
```
Positions in Å, forces in eV/Å.


(3)
This record from the OMol25 dataset describes a structure of composition BrPb3 at a distorted geometry. The level of theory is ωB97M-V/def2-TZVPD.

Multiplicity: 2
Orbital gap (alpha / beta), eV: 12.71 / 7.15
Maximum force, eV/A: 4.95
E, eV: -85681.9047
Charge: +6

Geometry as XYZ:
```
4
Properties=species:S:1:pos:R:3:forces:R:3
Pb 0.301617 -2.731443 0.597807 0.42 -4.49 1.16
Pb 2.244058 1.098228 -1.464083 3.65 2.01 -2.26
Pb -2.257213 1.579657 1.186118 -3.58 2.68 2.11
Br -0.288463 0.053558 -0.319843 -0.49 -0.20 -1.02
```
Positions in Å, forces in eV/Å.


(4)
This record from the OMol25 dataset describes a structure of composition C11H15NPRe at a distorted geometry. The level of theory is ωB97M-V/def2-TZVPD.

ΔE to the lowest compared entry with this formula, charge and spin, kJ/mol: 220.50
Multiplicity: 4
Orbital gap (alpha / beta), eV: 5.21 / 4.98
Maximum force, eV/A: 4.73
E, eV: -24547.6208
Charge: +1

Geometry as XYZ:
```
29
Properties=species:S:1:pos:R:3:forces:R:3
C 0.330296 -0.004040 -2.652894 0.65 0.59 -0.56
C -0.908151 -0.716810 -2.583111 -0.58 -1.23 -0.80
C -0.780820 -1.776271 -1.637431 0.40 -1.25 -1.16
C 0.567446 -1.752730 -1.140279 0.69 -1.14 -1.19
C 1.255374 -0.663706 -1.761578 0.90 -1.50 -0.78
Re -0.378051 0.099996 -0.703214 -2.03 2.23 3.64
P -0.699947 2.188361 0.204529 -0.42 2.53 0.57
H 0.540888 0.850884 -3.279872 0.05 -0.19 -0.03
H -1.794187 -0.472939 -3.143490 -0.12 0.03 0.02
H -1.553119 -2.485621 -1.360976 0.18 0.16 0.05
H 2.282704 -0.377762 -1.606587 0.04 -0.01 0.07
H 0.979158 -2.428320 -0.408108 -0.06 -0.02 0.06
H -1.682982 2.471859 1.209216 0.48 -0.24 -0.35
H -1.102165 3.111091 -0.789739 0.01 -0.02 0.27
H 0.423336 2.869903 0.728455 -0.23 0.00 0.03
N 0.470499 -0.598970 2.436172 0.93 0.21 -2.39
C 0.053136 -0.844340 3.700523 -0.82 -0.37 2.80
C 0.885006 -1.628492 4.564066 -0.62 0.71 -0.67
C 0.594174 -1.704484 5.925533 -0.37 0.44 -0.22
C -0.519278 -1.023237 6.454018 0.12 -0.22 -0.38
C -1.398070 -0.345447 5.592573 0.33 -0.32 0.04
C -1.137370 -0.264170 4.226968 1.16 -0.42 -0.41
H 1.392031 -0.911104 2.149805 -0.45 0.10 0.10
H -0.097823 -0.187688 1.689506 0.19 -0.21 1.08
H 1.773894 -2.106468 4.127637 -0.41 0.16 0.34
H 1.251681 -2.282690 6.576942 -0.22 0.22 -0.15
H -0.691362 -1.045367 7.529899 -0.09 -0.02 -0.34
H -2.300608 0.127270 5.974820 0.24 -0.08 0.04
H -1.785890 0.288992 3.540818 0.07 -0.13 0.33
```
Positions in Å, forces in eV/Å.